Record 1
{"formula": "C41H38N6PSnTe", "method": "ωB97M-V with the def2-TZVPD basis set", "total_charge": 1, "lumo_ev": -3.18, "spin_multiplicity": 1, "e_above_lowest_ev": 0.590, "orbital_gap_ev": 6.57, "symbols": ["H", "C", "H", "H", "C", "H", "C", "C", "H", "H", "H", "H", "C", "P", "H", "C", "H", "C", "C", "N", "H", "C", "C", "H", "C", "H", "C", "H", "N", "H", "H", "H", "H", "C", "H", "C", "C", "C", "H", "C", "C", "H", "C", "C", "C", "H", "C", "C", "H", "H", "C", "C", "H", "H", "H", "C", "C", "H", "C", "C", "C", "H", "N", "Sn", "H", "H", "H", "H", "C", "H", "C", "N", "C", "H", "C", "H", "N", "C", "H", "C", "H", "C", "Te", "C", "C", "N", "C", "C"], "xyz": [[-3.7169, 0.3496, -0.6086], [-3.9331, -0.9408, 3.9633], [1.4420, 0.4469, -5.2553], [-3.9233, -3.8482, -1.5229], [1.7470, -2.9110, 2.9152], [7.6995, 2.1650, 0.0253], [-1.2683, 4.7997, 2.0594], [1.6388, -1.1733, -2.8724], [1.1870, -4.4875, 1.5751], [2.4912, -3.5048, 3.4281], [3.2651, -3.3194, -0.7504], [-1.9047, -1.3959, 3.4887], [6.1405, 3.6404, 0.0002], [-1.3900, -0.2994, 0.7878], [0.0152, 0.7166, -4.2688], [4.4173, 1.4960, 0.4026], [3.8603, -0.4634, 0.5072], [-2.8225, -0.9462, 3.1357], [4.7844, 3.8663, 0.1132], [-1.7039, 3.5474, 1.8169], [-3.8756, -1.3799, 4.9490], [0.5328, -2.5099, -4.5352], [0.3910, -5.0164, -4.3606], [2.1152, -1.1493, 4.0896], [-3.2752, -2.9909, -1.6452], [2.3741, -1.9542, -0.1012], [-2.7881, -2.3294, -0.5320], [-0.4960, -3.1431, 0.3914], [-4.1360, 0.8404, 0.1684], [6.8177, 4.4661, -0.1636], [-5.9937, -0.3719, 4.1410], [-0.9369, 0.0578, -2.0866], [-5.0670, 1.1499, -0.0734], [6.6358, 2.3412, 0.1080], [0.6410, 5.9538, 2.0533], [-2.0576, 5.7462, 2.6950], [1.5323, -1.5901, 3.2925], [-4.0738, 0.1775, 1.4007], [-6.1181, 0.5926, 1.8831], [5.7869, 1.2700, 0.3095], [0.8368, -3.6740, -3.8533], [3.7710, -1.6730, -1.1656], [2.4773, 2.9830, 0.5292], [-3.3286, 5.3871, 3.1104], [0.1198, 5.0732, 1.6906], [-0.2603, -4.9143, -5.2269], [2.9063, -2.3183, -0.9851], [-5.1156, -0.3777, 3.5091], [-0.1513, -5.5669, -3.5907], [-3.0727, -2.6613, 0.4581], [-2.8649, -0.3821, 1.8626], [-1.6034, -0.7906, -1.9586], [1.2470, -5.6254, -4.6546], [-0.0396, -2.5696, -5.4544], [-3.3311, -3.0509, -3.7899], [0.9105, -1.2560, -4.0641], [3.9137, 2.7955, 0.3139], [-3.9615, 6.1052, 3.6132], [-1.9446, -1.2214, -0.6824], [0.5787, -0.8331, 2.6335], [-2.1090, -1.4472, -3.0727], [1.8892, -4.4729, -2.1704], [0.7210, 4.1611, 1.0319], [-0.4283, 2.4806, -0.0547], [0.4357, 0.2070, 2.9072], [-1.6702, 6.7408, 2.8639], [4.3763, 4.8652, 0.0564], [-4.7397, 3.7584, 3.2110], [-5.1866, 0.1690, 2.2392], [-3.2329, 2.1995, 2.0268], [2.2185, 0.6782, 0.0363], [1.6482, 1.9234, 0.4682], [0.5437, -0.0364, -4.8651], [6.1754, 0.2621, 0.3843], [-0.1796, -1.3904, 1.5995], [-1.8455, -1.1011, -4.0621], [2.0562, 4.2034, 0.8297], [2.0142, -2.3435, -2.1950], [-0.0797, -0.3053, -5.7165], [-2.9414, -2.5417, -2.9186], [1.5669, -0.1494, 0.2963], [0.0515, -2.7078, 1.2168], [2.1835, 0.7715, -2.2243], [1.0124, -3.4631, 1.8774], [-3.7673, 4.0941, 2.8818], [3.4986, 0.4732, 0.6036], [1.5932, -3.5692, -2.6921], [-2.9266, 3.2130, 2.2219]], "mulliken_charge": [0.0158, -0.8490, 0.4593, 0.4581, -0.6385, 0.4120, 0.7861, 0.1391, 0.4498, 0.4102, 0.4860, 0.4188, -0.8507, 1.3234, 0.4616, 0.7911, 0.2356, -0.8241, -0.4120, 0.1270, 0.4538, -0.5971, -1.7205, 0.4805, -1.0620, -0.4265, 0.1338, 0.3415, -0.1592, 0.4152, 0.4127, -0.1594, 0.2915, -0.5246, 0.4256, -0.8494, -0.8257, -0.0156, 0.3924, -0.7871, 0.4269, 0.3830, 0.6585, -0.4013, -0.7352, 0.3663, -0.7980, -0.7292, 0.3518, 0.5555, 0.9540, 0.6581, 0.4121, 0.3008, 0.4678, 0.8237, 0.5202, 0.4455, -0.7472, 0.0361, -0.6737, 0.3995, 0.5488, 0.5731, 0.4386, 0.4250, 0.4893, 0.4700, -0.6042, 0.4059, -0.9603, 0.0188, -2.2020, 0.4219, -0.0377, 0.5340, -1.1604, 1.4153, 0.3748, -0.6684, -0.3450, -0.4314, 0.3329, -0.5857, -0.9460, 0.2882, -1.1953, 0.1047]}

***

Record 2
{"formula": "C41H38NO5P2SiTc", "method": "ωB97M-V with the def2-TZVPD basis set", "total_charge": 1, "lumo_ev": [-3.04, -3.51], "s_squared": 3.77, "spin_multiplicity": 4, "orbital_gap_ev": [7.20, 7.27], "symbols": ["H", "C", "C", "C", "C", "C", "C", "H", "C", "H", "H", "P", "H", "H", "P", "O", "C", "C", "H", "C", "H", "Tc", "H", "C", "H", "H", "C", "C", "H", "C", "H", "Si", "H", "C", "C", "C", "C", "H", "C", "H", "H", "H", "H", "H", "N", "H", "H", "H", "C", "O", "C", "C", "C", "H", "H", "C", "C", "C", "C", "C", "H", "H", "H", "C", "C", "H", "C", "C", "C", "O", "C", "H", "H", "C", "C", "H", "H", "C", "C", "H", "H", "C", "H", "H", "O", "C", "O", "H", "C"], "xyz": [[0.0068, -3.3038, -2.5948], [2.9413, -1.2097, -1.3463], [-0.9470, 3.1842, -5.3040], [0.7804, 1.4934, 3.4586], [-4.1249, -2.7147, -4.0625], [4.8300, -0.4922, -2.6514], [-2.1232, 1.2335, -4.5285], [-4.1815, 1.8966, -0.3262], [3.0093, -3.9922, -0.0304], [-2.9824, 0.5770, -4.5741], [0.7538, 1.6807, -2.7925], [1.3217, -1.9893, -1.0883], [-2.9014, -1.4020, -0.6518], [-0.8810, 4.0326, -5.9724], [-1.0042, -0.4956, -2.5451], [-0.8048, 1.8364, 0.2206], [3.5955, -1.1215, -2.5705], [2.2543, -6.2387, 0.3805], [-4.2485, 2.4872, 4.1797], [0.9338, 0.4238, 4.3434], [-3.8127, 6.5479, 2.8904], [-0.3090, -0.3328, -0.2585], [5.3323, -0.4257, -3.6078], [-3.8908, 3.2117, 3.4594], [3.0176, -0.7214, 0.7398], [-1.8426, 4.7587, -2.0326], [3.5382, -0.6542, -0.2111], [-1.1116, 0.9879, -3.6086], [-2.8140, 2.5028, -6.1089], [-0.1396, -2.3699, 1.9714], [3.8167, -3.2728, -0.0601], [-2.0220, 3.0828, -0.2249], [0.8790, 2.5170, 3.7929], [0.3613, -1.0461, 2.5472], [0.4450, 1.2195, 2.1528], [-4.1041, 4.5682, 3.6649], [-3.2568, -1.7605, -1.6123], [1.0383, -0.6706, -3.7734], [-3.3850, 2.0868, -1.0475], [-3.0630, 1.1338, -1.4384], [-2.6501, 5.7881, 0.8655], [1.2847, -0.1104, 6.1425], [-4.6230, 4.9066, 4.5520], [-5.7654, -3.5649, -2.9779], [0.2985, -0.0289, 1.6819], [-0.1849, -1.7112, -4.5107], [6.3851, 0.5331, -1.5908], [-0.8179, 5.1848, -0.6552], [0.0556, 2.9574, -4.3708], [0.1561, -3.4099, 2.5207], [0.9536, -5.8577, 0.0807], [-4.8573, -2.9804, -2.9135], [-0.0394, 2.3007, 1.2617], [1.6292, -3.0661, -3.2454], [-4.9847, -2.7283, -0.7888], [0.7918, -2.5639, -2.7588], [3.2743, -5.3031, 0.3387], [-2.9596, -1.9685, -3.9927], [0.6885, -0.8674, 3.8708], [-1.1607, 4.3590, -1.2795], [5.2349, 0.3734, 0.5957], [0.9046, 3.6261, -4.3114], [4.2862, -5.5927, 0.5909], [1.7128, -3.6173, -0.3653], [-0.0294, 1.8650, -3.5238], [-0.2941, 3.9428, -1.7919], [0.6803, -4.5543, -0.2901], [-4.4198, -2.5085, -1.6849], [-2.9938, 5.0582, 1.5897], [1.2419, 0.6927, 5.6112], [-2.7736, 3.6997, 1.3684], [0.1493, -6.5788, 0.1420], [-0.3394, -4.2534, -0.4881], [5.4224, 0.0451, -1.5191], [-2.5205, -1.4766, -2.7649], [-3.8218, 2.6524, -1.8734], [-3.0739, 1.7197, 2.1605], [-3.6509, 5.4894, 2.7328], [-2.0343, 2.3271, -5.3795], [0.7186, -1.7339, 4.5208], [3.1619, -1.5404, -3.4694], [-3.2307, 2.7841, 2.3193], [2.4700, -7.2626, 0.6558], [-4.4658, -3.0928, -5.0173], [0.0788, 3.4731, 1.4705], [4.7755, -0.0393, -0.2929], [-0.8727, -2.1934, 0.9200], [-2.3980, -1.7715, -4.8979], [0.2512, -1.3967, -3.5622]], "mulliken_spin": [-0.0009, -0.0311, -0.0006, 0.0011, 0.0010, -0.0034, -0.0045, 0.0025, 0.0009, -0.0010, 0.0271, 0.0227, -0.0389, -0.0002, 0.0022, -0.0498, 0.0066, 0.0004, 0.0001, 0.0091, 0.0000, 2.8704, -0.0003, 0.0009, -0.0001, 0.0004, 0.0233, -0.1229, 0.0000, 0.0272, 0.0014, 0.0192, -0.0004, 0.0406, 0.0830, 0.0001, 0.0256, -0.0016, 0.0027, -0.0014, -0.0001, -0.0003, 0.0000, 0.0001, -0.0132, -0.0078, 0.0004, -0.0001, 0.0239, 0.0274, 0.0000, 0.0014, -0.1254, -0.0007, 0.0009, 0.0074, 0.0001, -0.0095, -0.0025, -0.0034, 0.0003, 0.0009, -0.0003, -0.0034, 0.0521, 0.0018, 0.0026, 0.0221, -0.0004, 0.0037, -0.0003, -0.0001, 0.0039, 0.0058, -0.0067, -0.0007, 0.0038, -0.0003, 0.0003, 0.0009, 0.0014, 0.0026, 0.0000, -0.0002, 0.0108, 0.0088, 0.0568, 0.0002, 0.0236]}

***

The E results, record by record, are as follows: -74483.759; -83513.487 eV.
The F_max results, record by record, are as follows: 0.27; 1.34 eV/A.